Molecular formula: CH5NO4S
Method: DFT, ωB97M-V/def2-TZVPD

The geometry in ORCA input format:
```
! RIJCOSX wB97M-V def2-TZVPD def2/J DEFGRID3
* xyz 0 1
C -2.7797 -0.3479 -0.2079
N 2.5535 -0.1008 -0.4617
O 0.8098 1.6050 0.3371
O 0.5738 -0.8945 0.7592
O -1.5095 -0.2758 -0.8143
O -3.7918 -0.1608 -0.8444
S 1.5198 0.1703 0.8778
H -2.6102 -0.5706 0.7888
H 3.3709 0.4319 -0.3368
H 2.7764 -1.0959 -0.5358
H -0.0913 1.9441 0.6934
H -0.8218 -0.7050 -0.2554
*
```

Values from the calculation:
**Relative energy (zero: lowest compared OMol25 entry of this formula, charge and spin)**: 25.88 kcal/mol
**LUMO energy**: 0.36 eV
**Highest occupied orbital energy**: -10.3112 eV



Molecular formula: C6H10O2
Method: DFT, ωB97M-V/def2-TZVPD

The geometry in ORCA input format:
```
! RIJCOSX wB97M-V def2-TZVPD def2/J DEFGRID3
* xyz 0 1
C -0.4118 0.0272 -0.3730
C -1.8449 0.2379 -0.0243
C -0.0656 -0.3955 -1.7610
C 0.6022 0.5980 0.4518
C 1.3735 -0.6705 1.0683
C 0.8505 1.8211 0.8935
O -0.0014 -1.6202 0.7481
O 1.7755 -0.6087 2.2312
H 0.3016 -2.5084 0.5109
H 2.0325 -1.0620 0.2617
H -2.1184 1.2602 -0.3198
H -2.5005 -0.4623 -0.5428
H -1.9896 0.1545 1.0516
H 0.9655 -0.7413 -1.8319
H -0.7469 -1.1627 -2.1312
H -0.1595 0.4843 -2.4113
H 1.6063 1.9535 1.6605
H 0.3310 2.6951 0.5177
*
```

Values from the calculation:
**Relative energy (zero: lowest compared OMol25 entry of this formula, charge and spin)**: 85.02 kcal/mol
**LUMO energy**: -0.28 eV
**Highest occupied orbital energy**: -8.3236 eV



Molecular formula: C9H11NO2
Method: DFT, ωB97M-V/def2-TZVPD

The geometry in ORCA input format:
```
! RIJCOSX wB97M-V def2-TZVPD def2/J DEFGRID3
* xyz 0 1
C 2.3040 1.5631 -0.5969
C 2.5993 0.2933 -0.3108
C 1.7557 -0.7871 -0.8982
C 3.6918 -0.0914 0.5299
C 4.6184 -0.4187 1.2431
C -1.0776 0.4818 -0.1286
C -2.4749 1.0240 0.1846
C -3.2147 -0.2166 0.7011
C -1.1765 -1.0500 -0.0607
H 1.4915 1.8041 -1.2435
H 2.8948 2.3846 -0.1880
H 0.9402 -0.3977 -1.5297
H 5.4383 -0.7231 1.8770
H -2.9152 1.3976 -0.7420
H -2.4134 1.8583 0.8887
H -3.0794 -0.3161 1.7902
H -4.2925 -0.2052 0.5043
H -2.9832 -1.4611 -0.8831
H -0.7018 -1.5231 -0.9316
H -0.6328 -1.3863 0.8373
N -2.5943 -1.3805 0.0465
O 1.9244 -1.9707 -0.7163
O -0.1020 1.1209 -0.3731
*
```

Values from the calculation:
**Relative energy (zero: lowest compared OMol25 entry of this formula, charge and spin)**: 103.10 kcal/mol
**LUMO energy**: 0.36 eV
**Highest occupied orbital energy**: -9.0783 eV
**SMILES string**: C#CC(=C)C=O.O=C1CCNC1



Molecular formula: C43H61BN8O3PSSbSi3Ti
Method: DFT, ωB97M-V/def2-TZVPD

The geometry in ORCA input format:
```
! RIJCOSX wB97M-V def2-TZVPD def2/J DEFGRID3
* xyz 1 4
Ti 0.0784 0.1347 0.0227
C -3.5068 0.0577 -1.2097
C -2.3189 -0.4634 -1.9478
C -2.4360 -1.1911 -3.1473
C -1.1923 -1.6722 -3.4162
N -0.3301 -1.2476 -2.4460
N -1.0364 -0.4529 -1.5556
B 0.5849 -2.3233 -1.7348
N -0.2100 -2.7448 -0.4856
C -1.0908 -3.7394 -0.2844
C -1.7346 -3.5104 0.9094
C -1.2053 -2.3074 1.3944
C -1.5477 -1.6293 2.6813
N -0.2874 -1.8404 0.5314
N 1.8893 -1.6771 -1.2425
C 3.1150 -2.2105 -1.2923
C 3.9825 -1.3663 -0.6366
C 3.1969 -0.3069 -0.1910
C 3.6662 0.8933 0.5443
N 1.9074 -0.5089 -0.5440
N 0.9235 -3.4828 -2.6457
C 1.1354 -4.7886 -2.3429
C 1.5262 -5.4323 -3.4874
C 1.5370 -4.4271 -4.4774
C 1.8575 -4.5587 -5.9293
N 1.1844 -3.2637 -3.9553
H -4.3999 -0.1793 -1.7850
H -3.4733 1.1280 -1.0428
H -3.5836 -0.4207 -0.2335
H -3.3408 -1.3463 -3.7101
H -0.8300 -2.2966 -4.2101
H -1.2148 -4.5406 -0.9936
H -2.4854 -4.1246 1.3754
H -2.3021 -2.2103 3.2075
H -1.9362 -0.6292 2.4985
H -0.6698 -1.5432 3.3198
H 3.3051 -3.1402 -1.8028
H 5.0421 -1.4929 -0.4943
H 4.6858 1.1369 0.2476
H 3.6661 0.7053 1.6185
H 3.0165 1.7406 0.3327
H 1.0069 -5.1614 -1.3397
H 1.7783 -6.4718 -3.6076
H 2.5375 -5.3932 -6.0878
H 2.3108 -3.6416 -6.3042
H 0.9487 -4.7424 -6.5047
O -0.0586 2.3265 -0.1706
S -1.3974 2.2629 0.5017
O -2.4163 2.9550 -0.2305
O -1.6376 0.8275 0.7507
C -1.3803 2.8540 2.1667
C -2.4019 3.6731 2.6113
C -2.5621 3.8634 3.9740
C -1.7546 3.1637 4.8610
C -0.7432 2.3286 4.4054
C -0.5191 2.1755 3.0437
P 0.9653 1.4159 2.2518
C 1.9249 3.0219 2.3673
C 1.4046 4.2192 1.8644
C 2.0880 5.4159 2.0055
C 3.3258 5.4459 2.6281
C 3.8834 4.2617 3.0781
C 3.1909 3.0661 2.9545
C 1.7143 0.3991 3.5765
C 2.1523 0.8639 4.8182
C 2.6786 -0.0178 5.7493
C 2.7664 -1.3722 5.4601
C 2.3574 -1.8421 4.2211
C 1.8465 -0.9599 3.2814
H -3.0503 4.1492 1.8876
H -3.3223 4.5377 4.3425
H -1.9135 3.2728 5.9258
H -0.1443 1.7822 5.1187
H 0.4558 4.2284 1.3609
H 1.6415 6.3284 1.6304
H 3.8546 6.3815 2.7522
H 4.8640 4.2717 3.5367
H 3.6483 2.1633 3.3350
H 2.0961 1.9184 5.0537
H 3.0230 0.3558 6.7048
H 3.1529 -2.0644 6.1962
H 2.4368 -2.8954 3.9855
H 1.5543 -1.3192 2.3000
C 3.4683 4.6203 -3.7097
Si 3.5122 3.3357 -2.3176
C 3.9045 4.2897 -0.7344
C 4.9416 2.1229 -2.6257
Sb 1.3003 1.8623 -2.6157
Si -0.4635 3.6627 -3.4136
C 0.0063 4.3373 -5.1219
C -0.4185 5.0426 -2.1260
C -2.1458 2.8346 -3.6148
Si 2.0892 0.7233 -4.9173
C 2.9287 2.0074 -6.0184
C 0.5424 0.1095 -5.8060
C 3.3281 -0.6071 -4.4375
H 4.4873 4.8821 -4.0024
H 2.9737 5.5355 -3.3795
H 2.9483 4.2601 -4.5964
H 4.7982 4.8924 -0.9122
H 4.1027 3.6461 0.1218
H 3.0960 4.9644 -0.4552
H 5.8677 2.5251 -2.2100
H 5.1018 1.9569 -3.6919
H 4.7620 1.1507 -2.1634
H 0.9218 4.9290 -5.1155
H -0.8045 4.9852 -5.4618
H 0.1164 3.5362 -5.8550
H 0.5983 5.2358 -1.7778
H -1.0174 4.7317 -1.2736
H -0.8390 5.9715 -2.5144
H -2.0565 1.8132 -3.9901
H -2.7748 3.3973 -4.3069
H -2.6498 2.8004 -2.6533
H 2.2706 2.8434 -6.2601
H 3.2026 1.5241 -6.9598
H 3.8410 2.4135 -5.5818
H -0.3472 0.2195 -5.1869
H 0.6427 -0.9493 -6.0493
H 0.3842 0.6649 -6.7316
H 3.7596 -0.4240 -3.4534
H 4.1465 -0.6506 -5.1600
H 2.8305 -1.5733 -4.4100
*
```

Values from the calculation:
**Relative energy (zero: lowest compared OMol25 entry of this formula, charge and spin)**: 22.44 kcal/mol
**LUMO energy (alpha / beta)**: -1.70 / -4.82 eV
**Highest occupied orbital energy (alpha / beta)**: -8.0176 / -11.0558 eV



Molecular formula: C33H55BFeN9S3
Method: DFT, ωB97M-V/def2-TZVPD

The geometry in ORCA input format:
```
! RIJCOSX wB97M-V def2-TZVPD def2/J DEFGRID3
* xyz 4 2
Fe -1.2775 0.9295 2.0168
C 3.7679 0.8653 3.0084
C 2.9817 0.8837 1.7368
C 3.5002 1.2248 0.5190
C 2.6929 1.2895 -0.6541
N 1.4378 0.9101 -0.6249
N 0.9443 0.4877 0.5573
B -0.3290 -0.3637 0.4679
N -1.0730 -0.3513 -0.8544
N -0.4251 -1.0059 -1.8371
C -1.0232 -1.0929 -2.9993
C -2.3128 -0.5216 -3.1929
C -2.9780 0.1214 -2.1885
C -4.3431 0.7101 -2.3523
C -2.2815 0.1876 -0.9587
S -2.9642 0.8447 0.4968
C -0.3358 -1.8402 -4.1251
C -1.2153 -3.0400 -4.5153
C 1.0389 -2.3379 -3.6902
C -0.1974 -0.8940 -5.3313
N -0.0997 -1.8026 0.9933
N 0.8936 -2.4570 0.4441
C 1.0753 -3.7350 0.7986
C 0.1792 -4.3577 1.6857
C -0.8352 -3.6565 2.3092
C -1.7515 -4.2617 3.3216
C -0.9113 -2.3025 1.9357
S -1.8884 -1.1289 2.7401
C 2.2552 -4.4690 0.2038
C 3.2106 -3.5019 -0.4948
C 1.6854 -5.4825 -0.8103
C 3.0041 -5.2236 1.3142
C 1.6039 0.5581 1.7299
S 0.6583 0.3552 3.1787
C 3.2773 1.7767 -1.9643
C 2.2129 1.8101 -3.0572
C 4.3985 0.8004 -2.3640
C 3.8537 3.1856 -1.7555
H 4.7905 1.1916 2.8352
H 3.7917 -0.1418 3.4297
H 3.3178 1.5205 3.7568
H 4.5467 1.4931 0.4418
H -2.7827 -0.6233 -4.1629
H -4.2693 1.7766 -2.5773
H -4.9429 0.5876 -1.4503
H -4.8704 0.2320 -3.1748
H -1.3796 -3.7130 -3.6711
H -0.7096 -3.6038 -5.2990
H -2.1861 -2.7412 -4.9147
H 0.9575 -3.0654 -2.8814
H 1.6843 -1.5261 -3.3523
H 1.5220 -2.8257 -4.5364
H -1.1633 -0.5330 -5.6867
H 0.2639 -1.4373 -6.1559
H 0.4322 -0.0330 -5.1033
H 0.3150 -5.4069 1.9159
H -1.5172 -5.3133 3.4673
H -2.7922 -4.1817 3.0026
H -1.6526 -3.7544 4.2838
H 2.7230 -2.9506 -1.2997
H 4.0339 -4.0720 -0.9236
H 3.6403 -2.7857 0.2107
H 1.1508 -4.9839 -1.6194
H 1.0128 -6.2006 -0.3373
H 2.5115 -6.0443 -1.2460
H 3.3706 -4.5455 2.0876
H 3.8674 -5.7213 0.8741
H 2.4007 -6.0003 1.7842
H 1.7829 0.8210 -3.2221
H 2.6704 2.1436 -3.9883
H 1.4038 2.5029 -2.8172
H 4.0123 -0.2111 -2.5017
H 5.2081 0.7698 -1.6330
H 4.8319 1.1263 -3.3095
H 3.0803 3.8915 -1.4441
H 4.2676 3.5437 -2.6979
H 4.6631 3.2080 -1.0241
N -4.8700 5.0575 1.6236
C -3.7553 4.1006 2.0276
C -3.9258 3.7761 3.5053
C -2.7370 3.0251 4.1070
N -2.6827 1.5905 3.6640
C -1.4196 3.7340 3.8145
C -1.1991 4.0644 2.3438
N -0.7216 2.8546 1.5666
C -2.4157 4.7635 1.7245
H -5.7959 4.6513 1.7927
H -4.8249 5.3092 0.6316
H -4.8275 5.9325 2.1582
H -3.9084 3.2201 1.4024
H -4.8523 3.2207 3.6791
H -4.0169 4.7106 4.0696
H -2.8928 3.0307 5.1862
H -3.6309 1.2311 3.5596
H -2.3172 1.0714 4.4619
H -0.5785 3.1531 4.2021
H -1.4093 4.6733 4.3724
H -0.3851 4.7869 2.2786
H 0.2883 2.8405 1.7051
H -0.8431 3.0285 0.5692
H -2.2773 4.8973 0.6478
H -2.4181 5.7692 2.1592
*
```

Values from the calculation:
**LUMO energy (alpha / beta)**: -13.40 / -13.39 eV
**Highest occupied orbital energy (alpha / beta)**: -18.9927 / -18.8427 eV



Molecular formula: C32H26Cl3IN3O3Rh
Method: DFT, ωB97M-V/def2-TZVPD

The geometry in ORCA input format:
```
! RIJCOSX wB97M-V def2-TZVPD def2/J DEFGRID3
* xyz 0 1
Rh 0.6219 -1.8377 -0.2277
Cl 5.8622 -6.0398 -1.3682
C 4.2858 -5.3969 -1.0335
C 3.2359 -6.2410 -0.8080
C 1.9511 -5.7586 -0.4961
I 0.4133 -7.0928 -0.1079
C 1.6915 -4.4020 -0.4297
O 0.5340 -3.8706 -0.1315
C 2.7970 -3.5385 -0.7139
N 2.5141 -2.2059 -0.6457
C 3.4708 -1.3090 -0.7551
C 4.7966 -1.6908 -0.9955
C 5.1080 -3.0195 -1.1187
C 4.1009 -3.9949 -0.9736
H 3.3993 -7.3092 -0.8515
H 3.1716 -0.2725 -0.6774
H 5.5539 -0.9256 -1.0859
H 6.1253 -3.3350 -1.3056
C -3.6720 -1.8497 1.0097
N -2.4730 -1.8162 1.8283
C -1.9809 -3.1526 2.1224
C -1.4724 -0.9803 1.2500
C -0.2552 -0.7894 2.1173
C -0.3136 -0.2804 3.4009
C 0.8481 -0.2122 4.1606
C 2.0496 -0.6566 3.6317
C 2.1152 -1.1593 2.3347
C 0.9547 -1.1925 1.5832
H -4.4468 -2.4235 1.5164
H -3.4883 -2.3120 0.0249
H -4.0387 -0.8363 0.8476
H -2.8003 -3.7645 2.4968
H -1.2011 -3.1123 2.8816
H -1.5611 -3.6407 1.2271
H -1.8996 -0.0192 0.9588
H -1.1925 -1.4375 0.2171
H -1.2661 0.0303 3.8137
H 0.8113 0.1703 5.1723
H 2.9518 -0.6066 4.2286
H 3.0636 -1.4916 1.9329
Cl -0.3078 6.2187 0.9625
C -1.7779 5.3033 0.9377
C -2.8197 5.6970 1.7611
C -4.0049 4.9827 1.7484
C -4.1314 3.8640 0.9412
C -3.0698 3.4704 0.1455
Cl -3.2260 1.9927 -0.7514
C -1.8723 4.1948 0.0908
N -0.7851 3.8248 -0.7112
C -0.9024 3.5224 -2.0613
C -1.9203 4.0937 -2.8280
C -2.0466 3.7944 -4.1720
C -1.1538 2.9298 -4.7852
C -0.1273 2.3831 -4.0311
C 0.0280 2.6709 -2.6810
C 1.1779 2.0573 -1.9119
C 0.7035 1.1028 -0.8179
O 0.5411 1.5023 0.3274
O 0.4628 -0.1046 -1.2278
H -2.6938 6.5639 2.3943
H -4.8280 5.2893 2.3796
H -5.0370 3.2734 0.9417
H -0.0272 3.3872 -0.2018
H -2.6229 4.7682 -2.3537
H -2.8507 4.2431 -4.7419
H -1.2461 2.6925 -5.8366
H 0.5839 1.7125 -4.4999
H 1.7844 2.8286 -1.4300
H 1.8036 1.5136 -2.6183
*
```

Values from the calculation:
**Relative energy (zero: lowest compared OMol25 entry of this formula, charge and spin)**: 0.00 kcal/mol
**LUMO energy**: -1.01 eV
**Highest occupied orbital energy**: -7.5979 eV



no.,strongest force on any atom (eV/Å),total energy (Ha)
1,4.7,-794.9685
2,1.3,-384.9669
3,1.8,-554.6470
4,2.7,-5061.5695
5,2.0,-4265.0892
6,1.0,-3413.8458